ORCA calculation (ωB97M-V/def2-TZVPD) on a single C4H7N3O molecule at a distorted geometry.

The geometry in XYZ format:
```
15
Properties=species:S:1:pos:R:3:lowdin_spin:R:1
O -2.92 -0.34 -0.33 0.108
N -1.76 1.46 0.27 0.064
N -0.49 -1.85 -0.15 0.884
N 0.78 1.40 -0.43 0.176
C -1.86 0.19 -0.13 0.134
C 1.96 -0.67 0.24 0.017
C 0.80 0.16 -0.11 0.109
C -0.56 -0.59 -0.14 0.421
H 2.00 -1.58 -0.26 0.008
H -0.81 1.84 0.37 0.002
H 2.87 -0.13 -0.07 0.000
H 2.27 -1.16 1.20 0.000
H 1.77 1.64 -0.45 0.010
H -1.31 -2.33 -0.26 0.059
H -2.73 1.97 0.25 0.006
```

Properties
E_HOMO (spin up / spin down) = -0.2408 / -0.3617 Ha
Calculated total energy = -395.9594 hartree
Energy relative to the best compared isomer or geometry (same formula, charge and spin) = 8.63 kJ/mol
2S+1 = 3
Expectation value of S² = 2.0125
Kohn-Sham gap (spin up / spin down) = 7.47 / 6.43 eV



ORCA calculation (ωB97M-V/def2-TZVPD) on 2 unconnected molecules or ions with the total composition C5H6O2.

The geometry in XYZ format:
```
13
Properties=species:S:1:pos:R:3:mulliken_charge:R:1
O 0.33 -0.51 2.10 -0.484
O 2.37 -0.98 0.23 -0.479
C -0.61 -0.05 1.26 -0.125
C 2.24 0.04 -0.40 -0.084
C -2.54 0.80 -1.57 0.412
C -1.75 0.23 -0.85 -0.507
C -0.78 -0.42 -0.03 -0.846
H 1.81 0.96 0.05 0.278
H -3.23 1.32 -2.19 0.412
H -1.25 0.69 1.73 0.363
H -0.18 -1.21 -0.46 0.394
H 2.53 0.10 -1.46 0.277
H 1.03 -0.98 1.60 0.391
```

Properties
E_HOMO = -0.3133 Ha
Calculated total energy = -344.4832 hartree
Energy relative to the best compared isomer or geometry (same formula, charge and spin) = 311.55 kJ/mol
Kohn-Sham gap = 8.77 eV



ORCA calculation (ωB97M-V/def2-TZVPD) on 2 unconnected molecules or ions with the total composition CH8ClNSi2 at a distorted geometry.

The geometry in XYZ format:
```
13
Properties=species:S:1:pos:R:3:lowdin_spin:R:1
Cl -2.56 0.93 0.49 0.012
Si 1.10 0.39 -0.45 0.681
Si -0.43 -2.41 -0.17 0.109
N 0.02 -0.72 -0.07 0.836
C 0.94 2.09 0.35 0.130
H 0.62 -3.42 0.22 0.001
H 2.41 0.43 -1.26 0.111
H 1.82 2.73 0.50 0.005
H -1.40 -2.27 -1.36 0.045
H -1.53 -2.59 0.87 0.037
H 0.27 2.70 -0.33 0.030
H 0.63 2.05 1.36 0.004
H -1.88 0.10 -0.14 0.000
```

Properties
E_HOMO (spin up / spin down) = -0.2044 / -0.3919 Ha
Calculated total energy = -1136.6478 hartree
Energy relative to the best compared isomer or geometry (same formula, charge and spin) = 43.86 kJ/mol
2S+1 = 3
Expectation value of S² = 2.0069
Kohn-Sham gap (spin up / spin down) = 6.04 / 7.32 eV



ORCA calculation (ωB97M-V/def2-TZVPD) on a molecular structure, C23H49AlBr2F15NO12P2SSi2 at a distorted geometry.

The geometry in XYZ format:
```
108
Properties=species:S:1:pos:R:3:mulliken_charge:R:1
Br -0.98 -0.27 -3.10 -0.185
Br 0.41 -0.78 -5.24 -0.304
S 9.01 -0.69 2.36 1.107
P -0.26 5.19 -0.79 1.059
P -0.79 -4.09 -3.83 0.601
Si -0.50 0.95 -1.17 0.411
Si -1.41 3.46 0.06 -0.526
Al -5.29 -3.74 -1.05 0.264
F -2.33 -4.11 -3.56 -0.230
F -3.45 5.30 -0.57 -0.293
F 0.21 -4.94 -2.99 -0.348
F -6.46 -3.64 -3.34 -0.269
F -3.23 4.90 1.77 -0.261
F 0.40 -3.17 -4.21 -0.190
F -0.92 -5.55 -4.36 -0.324
F -4.73 -3.43 -4.66 -0.161
F 1.31 -1.36 -0.72 -0.602
F -4.63 2.82 -1.24 -0.257
F -5.74 -5.36 -4.47 -0.245
F -4.31 1.92 1.07 -0.157
F 2.21 -1.32 1.09 -0.606
F -1.01 -3.20 -2.57 -0.159
F -1.10 -3.59 -5.27 -0.308
O -6.74 -2.71 -6.48 -0.500
O -7.98 -4.49 -5.73 -0.286
O -0.40 5.28 -2.53 -0.560
O 1.45 5.15 -0.28 -0.495
O 8.69 0.07 1.17 -0.478
O 10.42 -1.47 2.09 -0.311
O 8.09 -1.62 2.97 -0.533
O -0.79 6.60 -0.21 -0.692
O 9.55 0.34 3.50 -0.267
O -0.47 0.01 0.29 0.070
O -1.71 2.21 -1.12 -0.103
O -3.68 -0.58 -0.46 -0.404
N 6.51 0.10 5.80 -0.401
C 3.25 1.26 2.02 -0.624
C -1.24 0.78 5.80 -0.896
C 3.18 1.86 0.49 -0.447
C -4.40 3.13 0.22 0.077
C -2.35 1.76 5.09 -0.411
C -2.85 -1.07 0.65 -0.035
C 6.01 1.06 1.89 -0.322
C -1.23 -1.24 0.25 -0.171
C -4.32 -1.66 -1.21 0.912
C -3.18 4.22 0.46 0.886
C 4.58 0.32 2.32 0.108
C -5.11 -0.92 -2.48 -0.831
C -0.42 2.94 1.62 0.585
C -1.63 2.87 4.08 -0.299
C -6.90 -3.64 -5.70 0.195
C -5.96 -4.02 -4.55 0.997
C 1.32 1.61 -1.48 0.026
C 10.87 -0.03 3.89 -0.322
C -8.96 -4.22 -6.74 -0.191
C 2.46 0.82 -0.59 -0.395
C -1.22 2.01 2.70 0.425
C -8.53 -4.80 -8.08 -1.104
C 11.48 -0.71 2.67 -0.419
H 6.11 0.94 0.73 0.271
H -0.63 3.26 4.52 0.340
H 5.90 -0.68 5.51 0.401
H -1.85 -0.04 6.42 0.297
H 3.34 0.51 -1.34 0.268
H -3.08 2.27 5.87 0.348
H -3.53 -2.45 -1.58 -0.146
H 1.38 2.77 -1.32 -0.055
H 10.79 -0.73 4.73 0.285
H -0.52 1.30 6.56 0.253
H -3.00 -0.50 1.67 -0.145
H -0.58 0.17 5.03 0.209
H 7.32 0.14 5.18 0.190
H 6.82 -0.05 6.76 0.403
H -2.44 3.69 3.88 0.096
H 1.62 1.42 -2.62 0.414
H -3.21 -2.19 0.86 0.274
H 5.99 2.22 2.15 0.227
H 1.92 5.54 -1.09 0.331
H 2.10 -0.18 -0.10 0.328
H 5.99 0.98 5.74 0.407
H -1.06 -1.91 -0.70 -0.056
H -0.17 3.96 2.20 0.594
H 4.49 -0.77 1.89 0.223
H -6.19 -0.55 -2.18 0.342
H 6.92 0.55 2.45 -0.280
H 11.44 0.85 4.20 0.307
H 0.61 2.44 1.42 -0.947
H -0.97 4.49 -2.77 0.379
H 3.37 2.21 2.74 0.385
H 11.81 0.02 1.93 0.308
H -5.07 -1.54 -3.47 0.184
H -2.12 1.40 2.27 -0.506
H 12.32 -1.36 2.93 0.325
H -9.89 -4.69 -6.42 0.313
H -0.80 -1.90 1.16 0.210
H -5.39 3.70 0.56 0.259
H -7.62 -4.33 -8.44 0.321
H 2.24 0.75 2.37 0.133
H -3.02 1.08 4.39 0.139
H 2.55 2.86 0.51 0.012
H 4.24 2.17 0.04 0.367
H -9.16 -3.14 -6.82 0.315
H -5.17 -2.16 -0.54 0.226
H -8.32 -5.87 -7.97 0.301
H 4.63 0.22 3.51 -0.192
H -4.49 0.08 -2.67 0.182
H -9.31 -4.67 -8.83 0.369
H -0.44 1.20 3.09 -0.009
```

Properties
E_HOMO = -0.2031 Ha
Calculated total energy = -10411.1931 hartree
Kohn-Sham gap = 3.08 eV



ORCA calculation (ωB97M-V/def2-TZVPD) on a molecular structure, C5H22Cd2O11 at a distorted geometry.

The geometry in XYZ format:
```
40
Properties=species:S:1:pos:R:3:mulliken_charge:R:1
Cd -20.92 13.59 -6.01 0.946
Cd -20.27 14.58 -9.82 1.558
O -23.65 13.73 -8.64 -0.632
O -18.30 14.37 -8.85 -0.440
O -26.39 17.98 -9.01 -0.355
O -26.29 16.61 -7.27 -0.378
O -19.99 16.68 -9.76 -0.469
O -20.28 12.46 -9.75 -0.474
O -23.11 13.73 -5.73 -0.470
O -22.03 14.80 -10.95 -0.856
O -21.13 14.58 -7.80 -0.492
O -21.94 17.50 -6.54 -0.562
O -28.09 16.59 -8.61 -0.465
C -25.14 18.28 -8.43 -0.320
C -27.02 16.99 -8.34 0.604
C -25.05 17.27 -7.22 0.316
C -23.04 15.74 -11.21 0.376
C -23.56 15.64 -12.64 -1.505
H -21.92 15.06 -8.10 0.286
H -24.96 17.84 -6.30 0.332
H -23.81 13.88 -5.06 0.306
H -22.86 16.06 -13.36 0.330
H -21.90 18.10 -7.30 0.316
H -23.93 15.60 -10.57 -0.022
H -23.60 13.58 -6.57 0.416
H -24.22 16.62 -7.49 -0.146
H -20.33 11.95 -8.94 0.270
H -22.80 13.39 -8.38 0.285
H -25.23 19.31 -8.09 0.310
H -24.28 18.18 -9.10 0.163
H -19.84 11.87 -10.39 0.297
H -22.71 16.76 -10.97 0.126
H -17.39 14.68 -9.00 0.314
H -24.49 16.21 -12.72 0.389
H -20.64 17.37 -9.58 0.278
H -23.79 14.62 -12.93 0.352
H -21.59 16.66 -6.86 0.197
H -19.13 17.13 -9.77 0.300
H -18.33 14.15 -7.92 0.259
H -23.50 14.13 -9.52 0.264
```

Properties
E_HOMO = -0.5377 Ha
Calculated total energy = -1366.1046 hartree
Kohn-Sham gap = 3.36 eV
Total charge = +2



ORCA calculation (ωB97M-V/def2-TZVPD) on a molecular structure, C28H46CoGeNO8P2Te.

The geometry in XYZ format:
```
88
Properties=species:S:1:pos:R:3:lowdin_spin:R:1
Te -0.87 1.51 0.70 0.020
Ge 0.97 -4.03 1.16 0.001
Co 2.95 -1.31 0.86 1.203
P 2.62 -2.47 3.43 0.001
P 4.96 -3.17 1.83 0.001
O 3.91 0.30 0.36 0.092
O 4.15 -2.33 3.00 0.013
O 2.47 -3.88 4.13 0.000
O 2.12 -1.34 4.20 0.000
O 6.40 -3.07 2.02 0.000
O 4.25 -2.74 0.56 -0.006
O 1.91 -2.64 1.99 -0.007
O 4.44 -4.67 2.16 0.001
N 1.85 0.19 0.91 0.575
C -3.24 -1.70 -0.27 0.000
C -2.09 -2.66 0.02 0.000
C -3.85 4.54 1.72 0.000
C 1.45 4.19 -1.87 0.000
C -2.84 3.58 1.79 0.000
C -5.58 5.89 0.49 0.000
C 0.65 1.54 -1.96 0.001
C 1.45 2.08 -2.96 0.000
C 2.93 0.95 0.90 0.065
C -2.84 2.41 -1.86 0.000
C -1.67 -2.67 1.48 0.000
C -4.50 4.83 0.53 0.000
C 1.86 3.40 -2.93 0.000
C 3.06 2.30 1.49 0.011
C 0.66 3.69 -0.84 0.000
C 0.26 2.35 -0.88 -0.001
C -2.48 2.90 0.62 0.009
C 0.23 0.09 -2.07 0.002
C 0.91 -5.99 -1.50 0.000
C 0.25 4.64 0.26 0.000
C 0.64 -4.51 -1.71 0.001
C -4.15 4.12 -0.60 0.001
C 2.73 3.95 -4.03 0.000
C 0.25 -6.86 -2.56 0.000
C -3.15 3.15 -0.58 0.002
C -2.18 3.31 3.11 0.001
C -0.83 -3.89 1.88 0.000
C 1.36 -3.62 -0.70 0.005
H 1.10 -2.56 -0.87 0.003
H -2.96 -0.68 0.01 0.000
H -0.83 -6.73 -2.56 0.000
H -5.16 6.88 0.69 0.000
H 3.88 2.83 1.01 0.003
H 0.95 -4.23 -2.72 0.000
H -4.13 5.06 2.63 0.000
H 0.24 4.14 1.23 0.000
H -2.65 1.35 -1.66 0.000
H -1.35 -4.81 1.60 0.000
H -2.65 3.90 3.90 0.000
H 0.62 -6.60 -3.56 0.000
H -0.85 -0.02 -1.96 0.000
H -6.34 5.70 1.24 0.000
H 1.99 -6.16 -1.49 0.000
H 1.75 1.44 -3.78 0.000
H 0.93 5.49 0.31 0.000
H 3.30 2.17 2.55 0.000
H -1.13 -1.74 1.71 0.000
H -1.23 -2.41 -0.61 0.000
H 2.44 -3.71 -0.80 0.000
H -2.39 -3.68 -0.27 0.000
H -4.66 4.32 -1.54 0.000
H -3.68 2.48 -2.56 0.000
H -2.26 2.26 3.39 0.000
H -1.96 2.81 -2.35 0.000
H 3.02 -4.55 3.68 0.000
H 5.20 -5.22 2.39 0.000
H -0.76 5.02 0.09 0.000
H 2.13 2.84 1.40 -0.001
H 2.21 3.92 -4.99 0.000
H 1.67 -5.28 1.69 0.000
H 0.69 -0.49 -1.28 0.001
H -4.13 -1.98 0.30 0.000
H -3.50 -1.70 -1.33 0.000
H -0.70 -3.93 2.97 0.000
H -2.56 -2.66 2.11 0.000
H -1.12 3.55 3.08 0.000
H 3.01 4.99 -3.83 0.000
H 0.53 -0.33 -3.03 0.000
H 0.55 -6.30 -0.51 0.000
H -0.44 -4.33 -1.67 0.000
H 0.46 -7.92 -2.40 0.000
H 1.76 5.23 -1.84 0.000
H -6.06 5.92 -0.49 0.000
H 3.64 3.37 -4.14 0.000
```

Properties
E_HOMO (spin up / spin down) = -0.2825 / -0.2822 Ha
Calculated total energy = -6161.8812 hartree
Energy relative to the best compared isomer or geometry (same formula, charge and spin) = 0.00 kJ/mol
2S+1 = 3
Expectation value of S² = 2.1443
Kohn-Sham gap (spin up / spin down) = 7.46 / 6.02 eV



ORCA calculation (ωB97M-V/def2-TZVPD) on 7 unconnected molecules or ions with the total composition C37H57F18N4O16P2 at a distorted geometry.

The geometry in XYZ format:
```
134
Properties=species:S:1:pos:R:3:mulliken_charge:R:1
P 4.62 2.18 4.24 0.958
P -1.00 0.43 2.06 0.148
F 4.14 -4.52 -1.35 -0.167
F 3.12 -1.88 2.22 -0.190
F -5.20 0.32 0.14 -0.304
F 4.81 -4.34 -3.40 -0.268
F -3.77 -7.40 -4.36 -0.237
F 2.68 -2.56 0.22 -0.263
F -2.27 0.94 -5.48 -0.262
F -1.79 -1.10 -5.00 -0.248
F -5.23 0.49 -2.01 -0.215
F 2.50 5.94 -2.45 -0.234
F 3.82 5.39 -4.07 -0.240
F -5.43 -7.00 -3.04 -0.249
F -3.78 -0.34 -4.63 -0.235
F 1.68 5.24 -4.33 -0.248
F 2.81 -3.98 1.83 -0.287
F -3.38 0.73 -0.94 -0.256
F -3.57 -7.76 -2.24 -0.248
F 5.45 -6.01 -2.19 -0.263
O 3.37 2.83 3.23 -0.258
O 2.08 -5.25 -2.94 -0.318
O 3.20 -7.17 -3.32 -0.519
O -1.63 5.03 4.45 -0.525
O 5.89 2.17 3.35 -0.735
O -4.16 -4.92 -1.86 -0.344
O 1.69 3.38 -2.08 -0.343
O 5.56 -3.93 1.50 -0.546
O -3.40 -2.08 -6.95 -0.216
O -3.38 0.00 -7.84 -0.516
O -4.16 3.35 -0.44 -0.517
O -6.27 2.78 -1.01 -0.326
O -2.76 -4.93 -3.63 -0.463
O 3.50 2.76 -3.27 -0.515
O 4.99 3.16 5.58 -0.447
O 5.33 -2.02 0.31 -0.128
N -3.13 4.94 6.23 -0.530
N -0.92 0.98 3.76 0.173
N -1.18 1.61 0.99 -0.356
N -1.45 1.86 5.76 0.043
C -3.68 3.72 3.86 -0.278
C 0.29 0.72 4.56 0.156
C -3.20 -0.74 -6.91 0.273
C -0.11 1.32 5.93 -0.747
C -6.28 4.95 -2.10 -1.149
C -2.76 -0.31 -5.51 0.911
C -4.97 2.52 -0.75 0.103
C -2.71 -2.76 -9.17 -1.113
C 0.87 -5.87 -3.41 -0.132
C -4.43 -2.57 -2.42 -0.319
C -3.74 -3.59 -1.54 -0.285
C 2.68 5.04 -3.45 0.885
C -6.67 4.15 -0.87 -0.112
C 3.99 3.10 6.63 -0.415
C 2.56 1.83 -0.43 -0.598
C -1.99 1.69 4.44 -0.006
C 4.26 0.37 4.65 -0.464
C 4.39 -5.23 -2.47 1.089
C 2.16 4.90 2.66 -0.671
C 1.58 2.05 -1.56 -0.208
C -3.58 -5.48 -2.94 0.365
C 3.62 4.24 2.96 -0.450
C -2.76 4.57 4.85 0.151
C -3.86 -2.61 -8.20 -0.236
C 4.87 -3.03 1.07 0.257
C -4.69 1.02 -0.89 1.197
C 6.74 -2.03 0.03 -0.333
C 3.18 -6.02 -2.95 0.086
C 2.79 0.07 5.23 -0.485
C 3.38 -2.87 1.33 0.921
C 2.54 3.65 6.19 -0.402
C -4.09 -6.90 -3.15 0.835
C 7.05 -3.00 -1.10 -1.010
C 2.71 3.60 -2.94 0.343
C -3.42 2.13 3.89 -0.066
C 0.25 -6.74 -2.33 -0.989
C 1.65 -0.03 4.10 0.094
H 7.31 -2.26 0.93 0.319
H 3.59 1.91 -0.78 0.463
H -2.11 1.40 0.53 0.028
H -2.65 -3.51 -1.60 0.292
H -4.01 -3.42 -0.49 0.355
H 0.14 -0.39 1.82 0.027
H 6.82 -4.03 -0.82 0.253
H -6.69 4.49 -3.00 0.316
H 1.86 5.55 3.57 0.259
H 5.07 -0.08 5.34 0.544
H -6.26 4.59 0.04 0.246
H 4.35 3.84 7.46 0.353
H 0.91 -7.57 -2.07 0.405
H -5.20 4.99 -2.22 0.321
H 2.02 2.96 5.44 -0.037
H -1.90 2.32 6.56 0.311
H 3.94 2.08 7.17 0.218
H -4.17 -1.56 -2.11 -0.240
H 2.42 0.85 0.02 0.025
H 0.09 -6.16 -1.42 0.264
H -3.58 1.72 2.83 -0.094
H 8.11 -2.95 -1.37 0.442
H 1.71 1.31 -2.35 0.393
H 1.39 4.04 2.64 -0.017
H -4.66 -1.98 -8.62 0.313
H -4.29 -3.59 -7.99 0.328
H -2.27 -1.80 -9.43 0.314
H 2.61 4.72 5.76 0.230
H -2.16 -0.43 1.98 0.089
H 2.84 -0.97 5.72 0.415
H -7.76 4.15 -0.77 0.338
H 1.34 -1.14 4.00 0.519
H -5.52 -2.69 -2.35 0.359
H 0.18 -5.06 -3.67 0.262
H 6.46 -2.76 -1.98 0.229
H 0.60 1.31 6.81 0.429
H -3.04 -3.24 -10.10 0.378
H 1.88 3.73 7.13 0.363
H 1.05 -6.43 -4.33 0.332
H 1.99 0.29 3.05 0.002
H -3.64 4.18 2.81 0.256
H -4.77 3.88 4.22 0.321
H 7.01 -1.02 -0.27 0.356
H 2.55 0.80 6.07 0.045
H -2.27 5.18 6.75 0.315
H 4.34 4.39 2.08 0.315
H 2.43 2.60 0.35 0.098
H -3.57 4.15 6.73 0.282
H 4.06 4.82 3.84 0.429
H 0.56 1.94 -1.18 0.150
H 2.16 5.47 1.68 0.287
H -0.70 -7.14 -2.67 0.191
H 4.34 -0.20 3.65 -0.175
H -1.91 -3.37 -8.73 0.297
H -6.66 5.97 -2.03 0.387
H -4.22 1.61 4.54 0.427
H -4.16 -2.70 -3.47 0.173
```

Properties
E_HOMO = -0.4356 Ha
Calculated total energy = -5346.9676 hartree
Kohn-Sham gap = 8.05 eV
Total charge = +1